Below is a structure of composition C43H37O3P2V in a non-equilibrium geometry, with properties calculated with ωB97M-V/def2-TZVPD.

Net charge: +2
Largest force on an atom in eV/Å: 4.61
Spin multiplicity: 3
Highest occupied orbital energy (alpha / beta) in eV: -12.231 / -12.235
Frontier orbital gap (alpha / beta) in eV: 3.6 / 4.7
Expectation value of S²: 2.06

Atoms and positions in Å:
C (0.669, -1.261, -3.128)
C (-0.373, -1.760, -2.342)
C (-1.671, -1.769, -2.880)
C (-1.880, -1.473, -4.223)
C (-0.794, -1.159, -5.044)
C (0.496, -1.082, -4.489)
P (0.061, -1.893, -0.566)
C (-1.280, -2.984, 0.022)
C (-2.328, -2.497, 0.830)
C (-3.355, -3.390, 1.186)
C (-3.324, -4.731, 0.772)
C (-2.269, -5.185, -0.032)
C (-1.237, -4.317, -0.394)
V (-0.581, -0.042, 0.664)
P (0.084, 1.788, -0.467)
C (-1.343, 1.881, -1.676)
C (-1.152, 2.178, -3.039)
C (-2.217, 2.150, -3.953)
C (-3.513, 1.881, -3.480)
C (-3.703, 1.486, -2.155)
C (-2.623, 1.453, -1.269)
C (-0.086, 3.318, 0.599)
C (0.705, 3.440, 1.754)
C (0.445, 4.448, 2.679)
C (-0.529, 5.413, 2.405)
C (-1.382, 5.238, 1.313)
C (-1.180, 4.173, 0.426)
C (1.651, 2.064, -1.335)
C (2.738, 1.179, -1.169)
C (3.954, 1.408, -1.824)
C (4.127, 2.570, -2.594)
C (3.103, 3.528, -2.652)
C (1.867, 3.243, -2.061)
C (1.667, -2.776, -0.463)
C (2.173, -3.504, -1.549)
C (3.417, -4.143, -1.475)
C (4.176, -4.082, -0.303)
C (3.695, -3.324, 0.771)
C (2.453, -2.691, 0.700)
H (1.506, 2.724, 1.951)
H (1.011, 4.495, 3.607)
H (-0.622, 6.303, 3.026)
H (-2.215, 5.918, 1.128)
H (-1.882, 3.992, -0.395)
H (-0.145, 2.421, -3.390)
H (-2.035, 2.321, -5.029)
H (-4.365, 1.970, -4.161)
H (-4.703, 1.186, -1.840)
H (-2.763, 1.062, -0.256)
H (2.626, 0.313, -0.510)
H (4.785, 0.693, -1.742)
H (5.066, 2.732, -3.134)
H (3.262, 4.487, -3.160)
H (1.052, 3.961, -2.146)
H (1.609, -3.570, -2.482)
H (3.789, -4.701, -2.335)
H (5.117, -4.636, -0.218)
H (4.305, -3.240, 1.669)
H (2.074, -2.115, 1.550)
H (-2.334, -1.433, 1.172)
H (-4.191, -3.038, 1.797)
H (-4.126, -5.410, 1.082)
H (-2.250, -6.215, -0.383)
H (-0.397, -4.671, -0.994)
H (-2.519, -1.957, -2.235)
H (-2.890, -1.469, -4.642)
H (-0.964, -0.953, -6.103)
H (1.408, -0.858, -5.044)
H (1.621, -0.974, -2.683)
H (-0.030, 1.269, -5.478)
H (0.688, 1.290, -5.234)
O (-0.525, 2.177, 5.263)
C (-0.344, 0.970, 5.816)
C (-0.207, 0.921, 7.222)
C (-0.037, -0.285, 7.877)
C (0.047, -1.456, 7.107)
C (-0.039, -1.419, 5.704)
C (-0.227, -0.212, 5.018)
C (-0.124, -0.091, 3.526)
O (0.169, -1.104, 2.817)
O (-0.375, 1.058, 2.997)
H (-0.600, 1.999, 4.279)
H (-0.220, 1.841, 7.779)
H (0.056, -0.335, 8.969)
H (0.224, -2.416, 7.591)
H (0.056, -2.323, 5.087)

Atom charges from the Löwdin analysis, given in e for atoms 1 to 6: -0.1263 -0.3358 -0.0640 -0.0534 -0.0679 -0.0992



Below is a structure of composition C43H38ClN2P2SSn in a non-equilibrium geometry, with properties calculated with ωB97M-V/def2-TZVPD.

Net charge: +3
Largest force on an atom in eV/Å: 4.87
Spin multiplicity: 1
Highest occupied orbital energy in eV: -16.377
Frontier orbital gap in eV: 5.8

Atoms and positions in Å:
Sn (0.043, -0.032, -0.026)
Cl (-0.582, 2.236, -0.898)
P (2.217, 1.251, 1.275)
P (-1.109, -1.169, -2.223)
C (1.544, 1.489, 2.961)
C (2.667, 2.908, 0.671)
C (3.767, 0.279, 1.429)
C (-0.666, -2.945, -2.489)
C (-2.868, -1.087, -1.725)
C (-0.987, -0.301, -3.831)
C (2.163, 0.931, 4.107)
C (1.559, 1.099, 5.346)
C (0.369, 1.825, 5.437)
C (-0.255, 2.375, 4.314)
C (0.323, 2.210, 3.065)
H (3.097, 0.377, 4.004)
H (2.009, 0.620, 6.220)
H (-0.113, 1.919, 6.403)
H (-1.192, 2.922, 4.397)
H (-0.118, 2.659, 2.176)
C (3.668, -1.075, 1.873)
C (4.815, -1.854, 1.899)
C (6.047, -1.291, 1.538)
C (6.169, 0.042, 1.146)
C (5.029, 0.833, 1.080)
H (2.700, -1.477, 2.170)
H (4.740, -2.901, 2.177)
H (6.926, -1.921, 1.522)
H (7.135, 0.476, 0.873)
H (5.102, 1.884, 0.793)
C (2.974, 3.950, 1.579)
C (3.307, 5.209, 1.094)
C (3.338, 5.428, -0.289)
C (3.064, 4.397, -1.201)
C (2.736, 3.128, -0.736)
H (2.942, 3.755, 2.646)
H (3.496, 6.018, 1.813)
H (3.520, 6.430, -0.656)
H (3.066, 4.589, -2.278)
H (2.542, 2.308, -1.412)
C (-3.675, -0.009, -2.171)
C (-5.010, 0.005, -1.795)
C (-5.546, -0.992, -0.976)
C (-4.760, -2.059, -0.538)
C (-3.433, -2.121, -0.918)
H (-3.209, 0.761, -2.781)
H (-5.609, 0.876, -2.062)
H (-6.558, -0.893, -0.569)
H (-5.127, -2.794, 0.186)
H (-2.803, -2.941, -0.604)
C (-0.109, -3.690, -1.418)
C (0.230, -5.024, -1.647)
C (-0.019, -5.628, -2.882)
C (-0.617, -4.915, -3.920)
C (-0.929, -3.570, -3.724)
H (0.064, -3.215, -0.449)
H (0.735, -5.566, -0.851)
H (0.301, -6.643, -3.056)
H (-0.826, -5.375, -4.893)
H (-1.391, -2.977, -4.507)
C (-1.940, -0.573, -4.847)
C (-1.864, 0.084, -6.077)
C (-0.833, 1.008, -6.287)
C (0.135, 1.238, -5.296)
C (0.094, 0.581, -4.068)
H (-2.738, -1.285, -4.642)
H (-2.650, -0.138, -6.825)
H (-0.828, 1.549, -7.221)
H (0.909, 1.977, -5.467)
H (0.817, 0.713, -3.278)
H (1.603, -1.156, -0.383)
H (1.735, -0.519, -1.002)
N (0.238, -2.256, 2.256)
C (-0.767, -1.442, 2.445)
N (-1.192, -0.534, 1.507)
C (-2.395, 0.019, 1.961)
C (-3.030, 1.024, 1.257)
C (-4.253, 1.417, 1.778)
C (-4.763, 0.899, 2.941)
C (-4.094, -0.075, 3.699)
C (-2.882, -0.490, 3.153)
S (-1.772, -1.722, 3.784)
H (0.371, -2.989, 3.009)
H (0.835, -2.321, 1.483)
H (-2.570, 1.382, 0.322)
H (-4.807, 2.119, 1.197)
H (-5.723, 1.259, 3.268)
H (-4.530, -0.488, 4.663)

Atom charges from the Löwdin analysis, given in e for atoms 1 to 6: 0.8160 0.1190 1.0416 1.0503 -0.3735 -0.3738



Below is a structure of composition C43H38IrNO2S2 in a non-equilibrium geometry, with properties calculated with ωB97M-V/def2-TZVPD.

Net charge: +3
Largest force on an atom in eV/Å: 1.23
Spin multiplicity: 2
Highest occupied orbital energy (alpha / beta) in eV: -16.140 / -16.139
Frontier orbital gap (alpha / beta) in eV: 6.6 / 4.1
Expectation value of S²: 0.78
Energy above the lowest of the compared OMol25 structures with the same formula, charge and spin in kcal/mol: 0.0

Atoms and positions in Å:
Ir (0.179, 1.099, 0.629)
C (8.624, -0.824, -0.210)
C (7.182, -0.419, -0.275)
C (6.224, -1.047, 0.528)
C (4.885, -0.710, 0.449)
C (4.499, 0.271, -0.458)
C (5.422, 0.887, -1.298)
C (6.760, 0.553, -1.184)
S (2.811, 0.706, -0.691)
O (1.970, -0.319, 0.073)
C (2.469, 2.170, 0.311)
C (2.349, 3.374, -0.422)
C (2.112, 4.546, 0.236)
C (1.962, 4.579, 1.644)
C (1.743, 5.803, 2.318)
C (1.634, 5.835, 3.679)
C (1.739, 4.642, 4.424)
C (1.947, 3.441, 3.799)
C (2.052, 3.377, 2.391)
C (2.292, 2.132, 1.701)
C (2.788, 1.007, 2.557)
C (4.131, 1.010, 2.999)
C (5.069, 1.958, 2.543)
C (6.400, 1.939, 2.987)
C (6.822, 0.983, 3.890)
C (5.917, 0.029, 4.361)
C (4.567, 0.022, 3.925)
C (3.672, -0.934, 4.402)
C (2.346, -0.940, 3.957)
C (1.936, 0.017, 3.047)
S (0.207, 0.112, 2.587)
O (-0.485, 0.852, 3.624)
C (-0.299, -1.562, 2.587)
C (0.278, -2.480, 1.703)
C (-0.145, -3.792, 1.759)
C (-1.130, -4.203, 2.670)
C (-1.572, -5.634, 2.702)
C (-1.679, -3.259, 3.537)
C (-1.271, -1.935, 3.509)
H (8.868, -1.297, 0.740)
H (9.281, 0.031, -0.362)
H (8.843, -1.544, -1.002)
H (6.536, -1.836, 1.203)
H (4.142, -1.239, 1.034)
H (5.101, 1.609, -2.040)
H (7.484, 1.028, -1.833)
H (2.465, 3.353, -1.498)
H (2.040, 5.473, -0.320)
H (1.669, 6.712, 1.735)
H (1.471, 6.774, 4.192)
H (1.649, 4.678, 5.501)
H (2.006, 2.540, 4.396)
H (4.765, 2.716, 1.831)
H (7.093, 2.684, 2.619)
H (7.847, 0.972, 4.238)
H (6.242, -0.719, 5.075)
H (4.002, -1.678, 5.117)
H (1.651, -1.685, 4.322)
H (1.040, -2.174, 0.999)
H (0.289, -4.523, 1.088)
H (-0.727, -6.286, 2.930)
H (-1.953, -5.938, 1.726)
H (-2.348, -5.801, 3.445)
H (-2.436, -3.564, 4.247)
H (-1.693, -1.198, 4.180)
C (-1.296, -0.876, -1.010)
N (-1.563, 0.325, -0.180)
C (-2.666, 0.015, 0.771)
C (-1.962, 1.478, -1.060)
C (-1.875, 2.711, -0.202)
C (-2.637, 3.850, -0.432)
C (-2.631, 4.865, 0.510)
C (-1.904, 4.722, 1.688)
C (-1.117, 3.604, 1.912)
C (-1.047, 2.620, 0.930)
H (-2.195, -1.134, -1.572)
H (-1.025, -1.707, -0.363)
H (-0.487, -0.671, -1.709)
H (-3.560, -0.230, 0.196)
H (-2.864, 0.868, 1.413)
H (-2.385, -0.848, 1.370)
H (-2.975, 1.310, -1.433)
H (-1.295, 1.488, -1.925)
H (-3.267, 3.920, -1.310)
H (-3.242, 5.745, 0.356)
H (-1.967, 5.484, 2.454)
H (-0.616, 3.484, 2.861)

Atom charges from the Löwdin analysis, given in e for atoms 1 to 6: 1.1799 -0.0204 -0.2372 -0.0161 -0.0717 -0.3954



Below is a structure of composition C43H39AsN2P2Tl, with properties calculated with ωB97M-V/def2-TZVPD.

Net charge: +1
Largest force on an atom in eV/Å: 0.75
Spin multiplicity: 1
Highest occupied orbital energy in eV: -10.273
Frontier orbital gap in eV: 7.8
Energy above the lowest of the compared OMol25 structures with the same formula, charge and spin in kcal/mol: 0.0

Atoms and positions in Å:
Tl (-1.087, -1.844, 3.266)
N (-0.011, -4.690, 1.151)
P (1.006, -3.532, 1.920)
C (2.501, -4.581, 2.017)
C (3.032, -5.140, 0.852)
C (4.136, -5.971, 0.925)
C (4.726, -6.239, 2.156)
C (4.220, -5.661, 3.309)
C (3.106, -4.835, 3.242)
C (1.488, -2.479, 0.495)
C (2.655, -1.724, 0.606)
C (3.118, -0.998, -0.480)
C (2.415, -1.018, -1.678)
C (1.226, -1.725, -1.774)
C (0.757, -2.452, -0.687)
C (-1.374, -4.609, 0.996)
C (-2.072, -5.645, 0.358)
C (-3.427, -5.514, 0.166)
C (-4.073, -4.360, 0.607)
C (-3.317, -3.400, 1.234)
N (-1.994, -3.510, 1.437)
H (0.414, -5.563, 0.881)
H (2.593, -4.906, -0.111)
H (4.544, -6.402, 0.020)
H (5.581, -6.899, 2.211)
H (4.689, -5.853, 4.264)
H (2.703, -4.387, 4.142)
H (3.208, -1.725, 1.540)
H (4.034, -0.427, -0.397)
H (2.789, -0.473, -2.533)
H (0.669, -1.720, -2.703)
H (-0.173, -3.001, -0.767)
H (-1.539, -6.525, 0.025)
H (-3.985, -6.300, -0.324)
H (-5.135, -4.222, 0.472)
H (-3.770, -2.486, 1.603)
C (0.557, 1.447, 0.450)
C (0.086, 2.855, 0.123)
As (1.515, 3.956, -0.727)
C (1.817, 2.846, -2.316)
C (3.129, 2.589, -2.703)
C (3.401, 1.858, -3.853)
C (2.356, 1.358, -4.617)
C (1.042, 1.599, -4.234)
C (0.777, 2.347, -3.097)
C (0.296, 5.245, -1.555)
C (0.520, 5.704, -2.851)
C (-0.316, 6.652, -3.420)
C (-1.385, 7.163, -2.697)
C (-1.609, 6.723, -1.401)
C (-0.772, 5.773, -0.834)
P (-0.726, 0.388, 1.284)
C (-1.152, 1.514, 2.679)
C (-0.314, 1.405, 3.794)
C (-0.501, 2.205, 4.909)
C (-1.547, 3.115, 4.935)
C (-2.373, 3.247, 3.829)
C (-2.171, 2.462, 2.702)
C (-2.137, 0.461, 0.129)
C (-1.920, 0.477, -1.248)
C (-2.992, 0.467, -2.128)
C (-4.292, 0.428, -1.646)
C (-4.517, 0.362, -0.278)
C (-3.446, 0.364, 0.603)
H (1.409, 1.469, 1.136)
H (0.890, 0.919, -0.445)
H (-0.202, 3.372, 1.040)
H (-0.781, 2.842, -0.537)
H (3.945, 2.981, -2.106)
H (4.426, 1.683, -4.155)
H (2.564, 0.793, -5.517)
H (0.225, 1.218, -4.834)
H (-0.251, 2.565, -2.825)
H (1.355, 5.314, -3.422)
H (-0.132, 6.994, -4.430)
H (-2.035, 7.906, -3.140)
H (-2.436, 7.123, -0.829)
H (-0.953, 5.448, 0.185)
H (0.522, 0.710, 3.763)
H (0.167, 2.127, 5.757)
H (-1.713, 3.732, 5.808)
H (-3.174, 3.975, 3.831)
H (-2.805, 2.605, 1.837)
H (-0.909, 0.497, -1.639)
H (-2.811, 0.492, -3.195)
H (-5.128, 0.438, -2.332)
H (-5.529, 0.313, 0.105)
H (-3.626, 0.294, 1.670)

Atom charges from the Löwdin analysis, given in e for atoms 1 to 6: 0.6843 -0.1207 0.9394 -0.3716 -0.0933 -0.0634



Below is a structure of composition C43H39BaClN7O2P in a non-equilibrium geometry, with properties calculated with ωB97M-V/def2-TZVPD.

Net charge: -2
Largest force on an atom in eV/Å: 5.61
Spin multiplicity: 1
Highest occupied orbital energy (alpha / beta) in eV: 2.008 / 2.010
Frontier orbital gap (alpha / beta) in eV: 1.9 / 1.9

Atoms and positions in Å:
Ba (-0.533, -0.003, 0.372)
O (-2.989, -2.385, 3.267)
C (-2.478, -1.877, 2.259)
N (-1.561, -0.888, 2.234)
C (-1.418, 0.056, 3.166)
O (-2.278, 0.532, 3.902)
C (-0.001, 0.591, 3.225)
C (0.392, 1.022, 4.566)
C (1.335, 1.957, 4.766)
C (1.791, 2.742, 3.652)
C (1.271, 2.528, 2.430)
N (0.492, 1.426, 2.074)
C (-2.748, -2.442, 0.926)
C (-3.671, -3.479, 0.818)
C (-4.016, -3.988, -0.411)
C (-3.394, -3.421, -1.551)
C (-2.491, -2.407, -1.363)
N (-2.137, -1.901, -0.181)
H (-0.114, 0.521, 5.379)
H (1.668, 2.214, 5.764)
H (2.451, 3.584, 3.826)
H (1.454, 3.219, 1.611)
H (-4.110, -3.853, 1.733)
H (-4.751, -4.772, -0.518)
H (-3.631, -3.778, -2.542)
H (-2.006, -1.949, -2.222)
Cl (1.726, 1.110, -2.073)
C (1.044, 2.222, -3.230)
C (1.662, 2.381, -4.439)
C (1.150, 3.280, -5.380)
C (-0.002, 4.010, -5.049)
C (-0.602, 3.864, -3.831)
C (-0.097, 2.976, -2.827)
P (-1.183, 2.344, -1.528)
C (-2.893, 2.432, -2.101)
C (-3.582, 3.661, -2.200)
C (-4.791, 3.740, -2.848)
C (-5.349, 2.617, -3.451)
C (-4.660, 1.401, -3.393)
C (-3.451, 1.316, -2.749)
C (-1.221, 3.722, -0.314)
C (-2.035, 3.523, 0.809)
C (-1.913, 4.318, 1.924)
C (-0.963, 5.332, 1.953)
C (-0.157, 5.548, 0.843)
C (-0.267, 4.738, -0.271)
H (2.555, 1.811, -4.661)
H (1.635, 3.409, -6.338)
H (-0.415, 4.704, -5.773)
H (-1.491, 4.432, -3.592)
H (-3.163, 4.535, -1.716)
H (-5.319, 4.688, -2.892)
H (-6.301, 2.684, -3.961)
H (-5.090, 0.522, -3.860)
H (-2.917, 0.373, -2.704)
H (-2.777, 2.730, 0.773)
H (-2.543, 4.141, 2.784)
H (-0.844, 5.941, 2.841)
H (0.574, 6.349, 0.859)
H (0.374, 4.885, -1.134)
C (2.779, -2.784, -0.398)
N (1.338, -2.852, -0.620)
C (1.099, -3.423, -1.939)
N (1.686, -4.760, -2.076)
C (3.117, -4.649, -1.816)
N (3.408, -4.104, -0.497)
C (2.783, -4.969, 0.499)
N (1.346, -5.090, 0.298)
C (0.760, -3.751, 0.379)
C (1.101, -5.607, -1.039)
H (2.971, -2.375, 0.597)
H (3.225, -2.125, -1.149)
H (1.533, -2.768, -2.702)
H (0.022, -3.501, -2.099)
H (3.561, -3.996, -2.576)
H (3.569, -5.646, -1.892)
H (2.968, -4.554, 1.493)
H (3.238, -5.965, 0.435)
H (0.940, -3.344, 1.375)
H (-0.317, -3.823, 0.218)
H (0.021, -5.664, -1.203)
H (1.531, -6.612, -1.120)
C (1.063, 0.088, 2.333)
C (2.399, -0.134, 2.821)
C (3.544, 0.457, 2.260)
C (4.808, 0.054, 2.630)
C (4.992, -0.950, 3.570)
C (3.873, -1.551, 4.135)
C (2.608, -1.152, 3.771)
H (3.418, 1.248, 1.532)
H (5.670, 0.527, 2.178)
H (5.988, -1.259, 3.859)
H (4.000, -2.339, 4.871)
H (1.742, -1.619, 4.221)

Atom charges from the Löwdin analysis, given in e for atoms 1 to 6: 1.4915 0.0445 -0.4753 -0.1599 -0.4996 0.0695